1.
# C20H26FN5O

An isolated molecule of C20H26FN5O (the ωB97M-V functional and the def2-TZVPD basis, the OMol25 dataset).

Structure (ORCA input):
```
! RIJCOSX wB97M-V def2-TZVPD def2/J DEFGRID3
* xyz 0 1
O 0.75 2.10 -1.07
C 1.52 1.70 -0.21
C 2.89 2.38 -0.04
N 3.96 1.51 -0.41
C 4.20 1.00 -1.63
C 5.31 0.19 -1.52
C 5.67 0.29 -0.17
N 4.85 1.08 0.49
N 1.22 0.69 0.62
C 2.08 0.05 1.59
C 2.44 -1.36 1.11
C 1.17 -2.17 0.86
C 0.27 -1.43 -0.14
N -0.87 -2.25 -0.49
C -1.44 -2.06 -1.80
C -2.40 -0.85 -1.89
N -3.11 -0.69 -0.64
C -3.29 0.53 -0.05
C -3.32 0.72 1.34
C -3.50 1.97 1.90
C -3.66 3.09 1.11
C -3.65 2.94 -0.27
C -3.49 1.69 -0.82
F -3.56 1.60 -2.18
C -3.25 -1.93 0.09
C -1.88 -2.49 0.52
C -0.03 -0.03 0.42
H 3.04 2.69 1.00
H 2.88 3.26 -0.68
H 3.58 1.24 -2.47
H 5.80 -0.37 -2.29
H 6.49 -0.19 0.34
H 2.99 0.63 1.74
H 1.54 -0.01 2.54
H 3.06 -1.84 1.87
H 3.03 -1.29 0.19
H 1.42 -3.15 0.46
H 0.64 -2.32 1.80
H 0.84 -1.30 -1.07
H -1.99 -2.98 -2.05
H -0.64 -1.94 -2.53
H -1.82 0.06 -2.09
H -3.10 -0.99 -2.72
H -3.19 -0.13 1.99
H -3.52 2.06 2.98
H -3.79 4.06 1.55
H -3.79 3.78 -0.93
H -3.91 -1.79 0.95
H -3.75 -2.65 -0.58
H -1.98 -3.57 0.69
H -1.58 -2.03 1.47
H -0.63 0.56 -0.27
H -0.55 -0.09 1.38
*
```

**Energy relative to the best compared isomer or geometry (same formula, charge and spin)**: 0.204 eV
**Total energy**: -33377.1118 eV
**Kohn-Sham gap**: 8.32 eV
**Structure (SMILES)**: O=C(Cn1cccn1)N1CCC[C@@H](N2CCN(c3ccccc3F)CC2)C1
**Highest occupied orbital energy**: -7.5 eV

2.
# C20H26N2O2S

An isolated molecule of C20H26N2O2S (the ωB97M-V functional and the def2-TZVPD basis, the OMol25 dataset).

Structure (ORCA input):
```
! RIJCOSX wB97M-V def2-TZVPD def2/J DEFGRID3
* xyz 0 1
C 2.82 6.86 1.23
C 2.96 5.39 1.11
N 3.54 4.78 0.14
C 3.52 3.43 0.28
C 2.92 2.96 1.41
C 2.67 1.54 1.81
N 1.45 0.97 1.27
C 0.23 1.59 1.74
C -0.94 0.68 1.41
C -1.02 0.47 -0.10
C 0.31 -0.09 -0.61
C 0.57 -1.51 -0.12
O 1.62 -1.85 0.37
C -0.54 -2.48 -0.29
C -0.73 -3.44 0.71
C -1.75 -4.36 0.60
C -2.58 -4.37 -0.51
C -2.39 -3.43 -1.53
O -3.11 -3.34 -2.67
C -4.21 -4.21 -2.91
C -5.45 -3.76 -2.14
C -4.46 -4.17 -4.42
C -1.37 -2.49 -1.40
C 1.46 0.83 -0.17
S 2.32 4.31 2.34
H 3.27 7.33 0.36
H 1.77 7.13 1.29
H 3.31 7.21 2.13
H 3.99 2.83 -0.47
H 2.61 1.47 2.90
H 3.50 0.92 1.47
H 0.06 2.58 1.28
H 0.31 1.73 2.82
H -0.79 -0.28 1.91
H -1.87 1.12 1.78
H -1.84 -0.21 -0.34
H -1.21 1.43 -0.59
H 0.29 -0.13 -1.70
H -0.07 -3.44 1.57
H -1.90 -5.10 1.37
H -3.37 -5.11 -0.57
H -3.94 -5.24 -2.63
H -5.25 -3.73 -1.07
H -6.27 -4.44 -2.32
H -5.74 -2.76 -2.46
H -5.29 -4.83 -4.68
H -4.70 -3.16 -4.72
H -3.57 -4.49 -4.95
H -1.23 -1.79 -2.21
H 1.35 1.81 -0.69
H 2.41 0.39 -0.47
*
```

**Energy relative to the best compared isomer or geometry (same formula, charge and spin)**: 1.391 eV
**Total energy**: -39072.5733 eV
**Kohn-Sham gap**: 9.01 eV
**Structure (SMILES)**: Cc1ncc(CN2CCC[C@H](C(=O)c3cccc(OC(C)C)c3)C2)s1
**Highest occupied orbital energy**: -8.4 eV

3.
# C20H26N2O2SiY

A structure of composition C20H26N2O2SiY (the ωB97M-V functional and the def2-TZVPD basis, the OMol25 dataset).

Structure (ORCA input):
```
! RIJCOSX wB97M-V def2-TZVPD def2/J DEFGRID3
* xyz 1 1
C 0.83 1.60 -0.04
C -0.34 1.69 -0.85
C -1.45 1.26 -0.08
H -0.38 2.10 -1.84
C -0.98 0.93 1.23
C 0.44 1.13 1.25
H 1.08 1.08 2.13
H 1.83 1.92 -0.32
H -2.49 1.27 -0.42
H -1.60 0.76 2.12
Y 0.00 -0.76 -0.27
C -0.73 -2.77 -3.28
H -1.38 -3.05 -2.45
H 0.16 -3.41 -3.28
H -1.29 -2.91 -4.22
Si -0.17 -0.91 -3.31
C 1.54 -1.02 -4.16
C 2.31 0.15 -4.27
H 1.85 1.13 -4.13
C 3.69 0.08 -4.51
H 4.28 1.00 -4.54
C 4.30 -1.16 -4.74
H 5.37 -1.21 -4.99
C 3.53 -2.32 -4.70
H 3.99 -3.30 -4.87
C 2.16 -2.25 -4.46
H 1.59 -3.18 -4.50
C -1.33 0.20 -4.24
C -0.89 0.95 -5.33
H 0.07 0.73 -5.81
C -1.67 2.02 -5.79
H -1.36 2.59 -6.67
C -2.84 2.40 -5.11
H -3.38 3.30 -5.38
C -3.32 1.59 -4.07
H -4.24 1.85 -3.54
C -2.60 0.44 -3.70
H -3.01 -0.22 -2.93
H -1.21 -0.90 -2.00
H 0.56 0.00 -2.32
C 2.02 -2.21 3.90
O 0.59 -2.45 3.68
C 0.16 -2.11 2.49
O 0.92 -1.69 1.57
N -1.18 -2.20 2.34
N -1.75 -1.85 1.05
H 2.22 -1.14 3.85
H 2.61 -2.76 3.16
H 2.22 -2.59 4.90
H -1.70 -2.70 3.05
H -2.21 -2.68 0.66
H -2.51 -1.18 1.22
*
```

**Energy relative to the best compared isomer or geometry (same formula, charge and spin)**: 0.000 eV
**Total energy**: -37151.4320 eV
**Kohn-Sham gap**: 7.50 eV
**Highest occupied orbital energy**: -10.7 eV

4.
# C20H26N2O4S

An isolated molecule of C20H26N2O4S (the ωB97M-V functional and the def2-TZVPD basis, the OMol25 dataset).

Structure (ORCA input):
```
! RIJCOSX wB97M-V def2-TZVPD def2/J DEFGRID3
* xyz 0 1
C -6.53 -1.16 -0.45
O -6.00 -0.14 0.37
C -4.66 0.09 0.45
C -4.34 1.30 1.07
C -3.04 1.70 1.28
C -2.04 0.90 0.78
C -2.31 -0.31 0.13
C -3.63 -0.77 0.01
O -4.00 -1.99 -0.47
C -3.13 -3.09 -0.31
C -1.03 -0.82 -0.41
O -0.79 -1.71 -1.20
N -0.05 -0.02 0.13
C -0.57 1.12 0.81
S 0.04 2.57 -0.18
C 1.21 1.54 -1.18
C 0.64 1.38 -2.58
C 2.57 2.23 -1.21
C 1.24 0.16 -0.47
C 2.32 0.08 0.62
O 2.15 0.47 1.75
N 3.47 -0.48 0.19
C 4.64 -0.63 1.03
C 5.16 -2.07 1.00
C 6.16 -2.14 -0.16
C 6.37 -0.69 -0.64
C 5.82 0.18 0.49
H -7.60 -0.94 -0.51
H -6.40 -2.15 0.00
H -6.10 -1.15 -1.45
H -5.17 1.90 1.41
H -2.81 2.63 1.78
H -3.76 -3.98 -0.45
H -2.69 -3.10 0.69
H -2.33 -3.09 -1.05
H -0.15 1.23 1.81
H 0.46 2.36 -3.02
H 1.33 0.84 -3.22
H -0.31 0.85 -2.55
H 3.29 1.63 -1.77
H 2.94 2.40 -0.21
H 2.47 3.20 -1.70
H 1.38 -0.65 -1.20
H 3.55 -0.80 -0.76
H 4.33 -0.31 2.03
H 4.34 -2.78 0.89
H 5.65 -2.29 1.95
H 7.10 -2.58 0.18
H 5.78 -2.76 -0.97
H 7.42 -0.48 -0.84
H 5.82 -0.51 -1.56
H 5.52 1.17 0.15
H 6.57 0.30 1.28
*
```

**Energy relative to the best compared isomer or geometry (same formula, charge and spin)**: 1.994 eV
**Total energy**: -43168.0444 eV
**Kohn-Sham gap**: 8.70 eV
**Structure (SMILES)**: COc1ccc2c(c1OC)C(=O)N1[C@H]2SC(C)(C)[C@H]1C(=O)NC1CCCC1
**Highest occupied orbital energy**: -8.1 eV

5.
# C20H26N2O5

An isolated molecule of C20H26N2O5 (the ωB97M-V functional and the def2-TZVPD basis, the OMol25 dataset).

Structure (ORCA input):
```
! RIJCOSX wB97M-V def2-TZVPD def2/J DEFGRID3
* xyz 0 1
C -3.90 -2.30 0.71
C -2.44 -2.24 0.41
C -1.48 -1.96 1.34
C -1.81 -1.70 2.78
C -0.10 -1.89 0.93
C 0.96 -1.54 1.78
C 2.24 -1.41 1.30
C 2.52 -1.64 -0.05
O 3.77 -1.45 -0.60
C 4.59 -0.47 0.01
C 3.83 0.85 0.21
O 3.94 1.53 1.20
N 3.05 1.16 -0.85
C 1.98 2.13 -0.77
C 0.66 1.40 -0.52
N -0.51 2.24 -0.70
C -1.72 1.43 -0.76
C -2.92 2.34 -1.01
O -3.05 3.32 -0.01
C -1.88 4.10 0.07
C -0.65 3.23 0.36
C 1.51 -2.05 -0.92
C 1.77 -2.33 -2.36
C 0.21 -2.15 -0.41
O -0.75 -2.46 -1.31
C -2.08 -2.49 -0.98
O -2.86 -2.73 -1.86
H -4.43 -2.53 -0.21
H -4.12 -3.09 1.43
H -4.26 -1.35 1.10
H -1.53 -0.68 3.05
H -1.26 -2.39 3.42
H -2.87 -1.83 2.97
H 0.77 -1.35 2.82
H 3.02 -1.11 1.98
H 4.98 -0.80 0.98
H 5.43 -0.33 -0.67
H 2.99 0.49 -1.60
H 1.92 2.69 -1.71
H 2.23 2.81 0.05
H 0.69 0.95 0.49
H 0.58 0.58 -1.24
H -1.63 0.71 -1.57
H -1.88 0.88 0.19
H -3.85 1.77 -1.01
H -2.80 2.83 -1.99
H -2.04 4.81 0.88
H -1.73 4.63 -0.88
H 0.23 3.87 0.37
H -0.76 2.75 1.34
H 2.80 -2.11 -2.61
H 1.57 -3.38 -2.57
H 1.10 -1.75 -2.99
*
```

**Energy relative to the best compared isomer or geometry (same formula, charge and spin)**: 1.641 eV
**Total energy**: -34380.1559 eV
**Kohn-Sham gap**: 8.61 eV
**Structure (SMILES)**: Cc1c(C)c2ccc(OCC(=O)NCCN3CCOCC3)c(C)c2oc1=O
**Highest occupied orbital energy**: -8.5 eV

6.
# C20H26N4O2S

An isolated molecule of C20H26N4O2S (the ωB97M-V functional and the def2-TZVPD basis, the OMol25 dataset).

Structure (ORCA input):
```
! RIJCOSX wB97M-V def2-TZVPD def2/J DEFGRID3
* xyz 0 1
C -2.90 -2.76 -1.79
C -4.41 -2.97 -1.94
N -5.20 -1.84 -2.38
C -5.05 -1.45 -3.76
C -6.36 -0.90 -4.32
C -5.46 -0.80 -1.41
C -4.69 0.54 -1.55
N -3.26 0.42 -1.44
C -2.60 0.65 -0.29
O -3.15 1.03 0.73
C -1.15 0.44 -0.33
C -0.30 0.64 0.71
C 1.05 0.37 0.39
C 2.39 0.35 0.86
C 2.91 0.67 2.18
C 2.06 0.85 3.27
C 2.59 1.16 4.51
C 3.96 1.30 4.67
C 4.82 1.12 3.59
O 6.14 1.27 3.85
C 7.06 1.10 2.79
C 4.29 0.81 2.34
N 3.20 -0.03 -0.12
N 2.46 -0.26 -1.22
C 3.07 -0.70 -2.44
C 1.17 -0.04 -0.95
S -0.32 -0.10 -1.80
H -2.47 -2.37 -2.71
H -2.69 -2.07 -0.98
H -2.42 -3.71 -1.56
H -4.58 -3.77 -2.67
H -4.82 -3.31 -0.99
H -4.78 -2.34 -4.33
H -4.25 -0.71 -3.92
H -7.17 -1.61 -4.15
H -6.26 -0.74 -5.40
H -6.63 0.05 -3.86
H -6.53 -0.54 -1.46
H -5.26 -1.20 -0.42
H -4.93 1.02 -2.50
H -5.01 1.19 -0.73
H -2.76 0.04 -2.23
H -0.67 0.98 1.67
H 1.00 0.73 3.15
H 1.94 1.29 5.35
H 4.38 1.54 5.63
H 8.04 1.27 3.23
H 7.01 0.09 2.38
H 6.89 1.83 2.00
H 4.91 0.66 1.48
H 4.14 -0.78 -2.27
H 2.67 -1.67 -2.74
H 2.87 0.03 -3.24
*
```

**Energy relative to the best compared isomer or geometry (same formula, charge and spin)**: 2.518 eV
**Total energy**: -42052.1031 eV
**Kohn-Sham gap**: 8.42 eV
**Structure (SMILES)**: CCN(CC)CCNC(=O)c1cc2c(-c3cccc(OC)c3)nn(C)c2s1
**Highest occupied orbital energy**: -8.0 eV